1.
{"formula": "C5H11NO", "method": "the ωB97M-V functional and the def2-TZVPD basis", "e_tot_ha": -327.06178, "lumo_energy_ev": 1.0, "smiles": "NCCCCC=O", "species": ["N", "C", "C", "C", "C", "C", "O", "H", "H", "H", "H", "H", "H", "H", "H", "H", "H", "H"], "coordinates": [[1.315421, 1.600324, 2.172052], [1.295654, 0.320069, 1.409392], [0.222988, 0.350753, 0.334788], [-0.184326, -0.928314, -0.342736], [-1.021944, -0.992007, -1.630038], [-2.278383, -0.152682, -1.781633], [-2.614137, 0.661896, -0.969948], [2.042615, 2.168865, 1.736429], [1.784007, 1.387514, 3.050366], [1.324379, -0.521514, 2.096358], [2.229331, 0.204379, 0.826587], [0.594956, 1.042594, -0.439378], [-0.695307, 0.826828, 0.667417], [-0.559845, -1.663786, 0.363474], [0.813183, -1.457287, -0.534803], [-0.400943, -0.460878, -2.389523], [-1.028583, -2.073054, -1.837622], [-2.839064, -0.313706, -2.731178]], "forces_ev_per_a": [[1.0, -0.5, -0.1], [0.9, 0.2, -0.8], [-1.3, 1.2, -0.5], [2.1, -1.9, 0.4], [1.5, 1.0, 0.0], [0.2, -1.1, 0.5], [-0.3, 0.3, 0.0], [-0.5, 0.3, -0.2], [-0.4, 0.0, 0.2], [-0.7, -0.2, 0.1], [0.0, -0.1, 0.4], [-0.1, -0.1, 0.1], [0.1, 0.2, 0.5], [-0.7, 0.2, 0.5], [-1.1, 0.5, -0.5], [-0.1, -0.7, -0.1], [-0.7, 0.6, -0.7], [0.1, 0.1, 0.2]]}



2.
{"formula": "C5H11NO", "method": "the ωB97M-V functional and the def2-TZVPD basis", "e_tot_ha": -327.06796, "lumo_energy_ev": 0.9, "smiles": "CCN(C)C(C)=O", "species": ["C", "C", "N", "C", "C", "C", "O", "H", "H", "H", "H", "H", "H", "H", "H", "H", "H", "H"], "coordinates": [[-0.485200, -1.823515, 0.831044], [0.190675, -1.294164, -0.471432], [0.247507, 0.148393, -0.637025], [0.196827, 0.689280, -1.928306], [0.112029, 1.014999, 0.468863], [-0.192223, 2.504293, 0.333458], [0.467203, 0.645634, 1.588253], [-0.486179, -2.883073, 0.729292], [0.109899, -1.753046, 1.720480], [-1.534659, -1.517215, 1.022358], [1.162649, -1.870308, -0.605781], [-0.435429, -1.669820, -1.309772], [1.142609, 0.834326, -2.198006], [-0.284545, 1.623879, -1.843640], [-0.483312, 0.295344, -2.625969], [0.580160, 3.070261, -0.286554], [-1.185020, 2.723230, -0.067422], [-0.140901, 2.870687, 1.405739]], "forces_ev_per_a": [[0.0, 0.0, -0.5], [-0.4, -1.4, 0.3], [-1.3, 0.2, 2.9], [-2.8, 0.9, 1.1], [2.1, -1.0, 0.5], [0.6, 0.8, 0.3], [-0.8, 0.0, -0.8], [-0.4, -1.1, -0.6], [0.2, 0.9, 0.4], [0.8, 0.2, -0.3], [-0.7, 1.2, 0.3], [0.3, 0.3, 0.3], [3.7, 0.5, -2.3], [-0.1, 1.6, 0.2], [-0.4, -1.8, -1.0], [-1.0, -0.8, 0.8], [0.1, 0.0, -0.1], [-0.1, -0.3, -1.5]]}



Across the entries above, energy above the lowest of the compared OMol25 structures with the same formula, charge and spin takes the values 1.893, 1.725 eV, respectively.
Across the entries above, HOMO level takes the values -9.601, -9.024 eV, respectively.